Entry 1:
Entry from the Open Molecules 2025 dataset: the molecule C24H32N2O4 (wB97M-V/def2-TZVPD).

Structure (XYZ):
```
62
Properties=species:S:1:pos:R:3:nbo_charge:R:1
O 0.8106 -2.3234 0.9859 -0.47
O 1.5028 -4.4758 -0.2219 -0.49
O -1.5313 -1.3595 -0.1063 -0.70
O -0.7973 -7.2841 4.5871 -0.55
N -0.2097 3.6029 -1.1708 -0.50
N -0.8979 1.3985 0.4309 -0.48
C 0.1551 4.6714 -2.0244 0.22
C 0.8947 -4.6582 0.9829 0.32
C -1.7551 1.8093 -0.6698 -0.23
C -0.2329 2.5593 0.9941 -0.20
C 0.7033 6.8841 -3.6299 -0.21
C 0.6470 3.1914 -0.0881 -0.22
C -1.2000 -0.9197 1.1829 0.07
C 1.8980 -5.6100 -0.9511 -0.25
C 0.1286 -8.5164 2.7771 -0.72
C 0.0225 -5.9644 2.8197 -0.19
C -0.5510 6.7271 -3.0720 -0.21
C -2.1934 5.5008 -1.6474 -0.64
C 1.6757 5.9320 -3.3938 -0.21
C 0.6497 -5.8825 1.5705 -0.28
C -0.8346 5.6359 -2.2658 -0.03
C -0.1142 -3.5555 2.8813 -0.30
C -0.2662 -7.2465 3.4970 0.58
C -0.3485 -4.7883 3.4608 -0.15
C 2.5087 3.7926 -2.4474 -0.63
C 1.4202 4.8153 -2.6080 -0.05
C 0.3105 -1.0896 1.4438 -0.10
C -0.9072 2.4798 -1.7501 -0.21
C -1.5822 0.5598 1.4040 -0.24
C 0.5037 -3.4666 1.6430 0.28
H -1.3189 7.4658 -3.2524 0.21
H 0.8426 -0.3403 0.8497 0.21
H 0.9214 7.7410 -4.2497 0.21
H 1.2031 -8.5337 2.6085 0.23
H -2.6477 6.4792 -1.5098 0.22
H 0.9428 -6.7846 1.0610 0.22
H -1.5444 2.8294 -2.5631 0.21
H -0.9568 3.3086 1.3588 0.17
H 1.3927 2.4367 -0.3864 0.17
H -0.3804 -8.5778 1.8179 0.23
H -1.7847 -1.5522 1.8589 0.18
H -0.2020 1.7338 -2.1591 0.17
H 2.1165 2.7840 -2.5530 0.21
H -1.2944 0.8429 2.4195 0.20
H -2.8506 4.9111 -2.2869 0.21
H 1.1605 4.0663 0.3138 0.21
H 0.3924 2.2390 1.8305 0.20
H 2.6533 6.0451 -3.8413 0.20
H -0.9158 -0.9441 -0.7229 0.47
H -2.1171 4.9978 -0.6870 0.23
H 3.2716 3.9426 -3.2085 0.22
H 0.5371 -0.9278 2.5044 0.18
H 2.6441 -6.2006 -0.4084 0.17
H -2.5268 2.5207 -0.3261 0.17
H 2.3429 -5.2279 -1.8685 0.20
H -2.2543 0.9301 -1.0799 0.22
H 2.9876 3.8770 -1.4722 0.22
H -0.1512 -9.3716 3.3869 0.24
H 1.0431 -6.2464 -1.2036 0.17
H -0.4155 -2.6643 3.4082 0.22
H -2.6717 0.6577 1.3215 0.20
H -0.8286 -4.8576 4.4247 0.24
```

Strongest force on any atom ... 0.8 eV/Å
Net charge ... 0
Energy ... -1344.16746 Eh
Structure (SMILES) ... COc1cc(C(C)=O)ccc1OC[C@H](O)CN1CCN(c2c(C)cccc2C)CC1
E_LUMO ... 0.637 eV

***

Entry 2:
Entry from the Open Molecules 2025 dataset: the ion C8H11N6S2 with charge +1 in a non-equilibrium geometry (wB97M-V/def2-TZVPD).

Structure (XYZ):
```
27
Properties=species:S:1:pos:R:3:nbo_charge:R:1
S -0.9278 1.5425 -1.6373 0.28
S -2.2138 1.0502 1.2253 0.02
N 2.0119 0.4219 1.3274 0.03
N -3.6505 -2.8832 -1.0593 -0.42
N 3.7074 -1.0937 0.8850 -0.17
N 1.3438 -0.7467 0.9582 -0.33
N 3.4072 0.2205 1.2804 0.08
N -2.3355 -0.9050 -0.7411 -0.49
C 2.3835 -1.8022 0.6422 0.19
C -1.8403 0.5064 -0.3723 -0.09
C -3.7404 -1.4856 -0.4696 0.17
C -2.2891 -3.1954 -1.6673 -0.05
C 0.8878 2.6652 0.4255 -0.46
C 1.3567 1.7351 1.6794 -0.28
C 0.8369 1.9522 -1.0387 -0.54
C -1.3762 -1.8362 -1.4764 -0.17
H -1.9370 -4.1843 -2.2035 0.27
H 1.5257 1.0198 -1.1861 0.22
H -0.2026 3.0765 0.6800 0.28
H 2.1790 2.3639 2.2750 0.29
H 2.1498 -2.9056 0.3033 0.31
H -4.6207 -0.9250 0.0635 0.29
H 1.5886 3.6199 0.3670 0.26
H -0.2758 -1.5954 -1.7967 0.25
H 0.3150 -0.9372 0.8761 0.50
H 1.2260 2.7658 -1.8222 0.29
H 0.4905 1.5556 2.4821 0.28
```

Strongest force on any atom ... 7.5 eV/Å
Net charge ... +1
Energy ... -1435.67836 Eh
Structure (SMILES) ... S=C(SCCCn1nnc[nH+]1)n1ccnc1
E_LUMO ... -5.480 eV

***

Entry 3:
Entry from the Open Molecules 2025 dataset: a structure of composition C13H16Cl2N2Pt in a non-equilibrium geometry (wB97M-V/def2-TZVPD).

Structure (XYZ):
```
34
Properties=species:S:1:pos:R:3:lowdin_spin:R:1
Pt -0.1161 -1.0335 -0.6657 0.68
Cl -2.4969 -0.9982 -0.7642 0.26
Cl 0.0659 -3.2933 -0.1978 0.11
N -1.3509 1.4259 1.3440 0.89
N -6.6341 1.8597 2.3247 0.12
C 1.6988 -0.6800 0.3742 0.02
C 2.6941 -1.5191 -2.0972 0.01
C -1.8967 0.7474 2.3400 0.23
C 2.7462 -1.7782 0.4629 0.01
C -3.4767 2.3827 0.8124 0.09
C -3.2641 0.8361 2.6470 0.09
C -0.1980 0.7907 -1.5660 0.74
C -4.0645 1.6749 1.8664 0.22
C -5.4839 1.7763 2.1161 0.04
C 1.8022 0.3350 -0.6878 0.05
C -2.1011 2.2123 0.5867 0.24
C 3.3153 -2.2232 -0.8922 0.00
C 2.6423 -0.0033 -1.8780 0.01
H 4.3984 -2.0382 -0.8874 0.00
H -1.2523 0.0798 2.9163 0.02
H 0.5791 1.4389 -2.0341 0.04
H 2.2515 0.4794 -2.7818 0.00
H 3.5602 -1.4350 1.1189 0.00
H -4.0523 3.0455 0.1699 0.01
H 3.2742 -1.7515 -2.9908 0.00
H 2.2876 -2.6390 0.9623 0.00
H -3.6737 0.2614 3.4775 0.01
H -1.6166 2.6918 -0.2646 0.03
H 1.6926 1.3655 -0.3642 0.01
H -1.2211 1.1113 -1.8235 0.04
H 3.1924 -3.3061 -0.9849 0.00
H 3.6585 0.3924 -1.7303 0.00
H 1.6821 -1.9218 -2.2446 0.01
H 1.3578 -0.2865 1.3360 0.00
```

Multiplicity ... 5
Strongest force on any atom ... 3.5 eV/Å
Net charge ... 0
Energy ... -1653.87928 Eh
E_LUMO (spin up / spin down) ... -0.572 / -3.676 eV

***

Entry 4:
Entry from the Open Molecules 2025 dataset: a structure of composition C12H15BF3N2O4S (wB97M-V/def2-TZVPD).

Structure (XYZ):
```
38
Properties=species:S:1:pos:R:3:nbo_charge:R:1
S -7.1417 -0.3960 -0.7004 0.92
F 4.7150 -1.9970 1.8953 -0.36
F 2.6215 -1.6436 2.3207 -0.36
F 3.7686 -0.1617 1.2465 -0.35
O -1.2394 3.5513 0.3114 -0.89
O 2.1906 -1.5031 -0.5492 -0.90
O -0.6911 1.5253 -0.7831 -0.76
O 4.2644 -2.5904 -0.7439 -0.59
N -5.7424 -0.1040 -1.4513 -0.63
N -6.9040 0.3709 0.6821 -0.62
C -0.8579 -0.8502 -0.1093 -0.64
C 4.7710 -1.6037 -1.6028 -0.07
C 5.7563 -0.6294 -0.9637 -0.65
C -5.6756 0.8868 0.6270 0.07
C -5.0059 0.6131 -0.6023 0.16
C 3.0947 -2.2036 0.0569 0.34
C -3.6786 1.0782 -0.8149 -0.18
C -5.0193 1.6389 1.6330 -0.22
C -3.0658 1.8007 0.1624 -0.36
C 3.5715 -1.4914 1.3589 0.91
C -0.0678 0.4306 -0.0477 -0.07
C -3.7613 2.0782 1.3870 -0.16
B -1.5940 2.2984 -0.1053 1.15
H 5.2537 0.1309 -0.3678 0.22
H 6.4530 -1.1654 -0.3165 0.20
H -1.1325 -1.0862 -1.1341 0.21
H -0.3057 3.6817 0.0999 0.50
H 3.9446 -1.0634 -2.0770 0.19
H 2.7966 -3.2103 0.4429 0.09
H 5.2968 -2.1540 -2.3916 0.15
H -3.1662 0.8333 -1.7339 0.24
H -0.2111 -1.6303 0.2858 0.26
H -1.7601 -0.8006 0.5037 0.18
H 0.9064 0.2477 -0.4805 0.26
H -3.2539 2.6559 2.1473 0.22
H -5.5238 1.8545 2.5629 0.22
H 0.0676 0.7252 0.9962 0.15
H 6.3261 -0.1173 -1.7447 0.18
```

Strongest force on any atom ... 0.5 eV/Å
Net charge ... -1
Energy ... -1599.52768 Eh
E_LUMO ... 1.379 eV